180
Properties=species:S:1:pos:R:3:forces:R:3 method="wB97M-V/def2-TZVPD" e_above_lowest_ev=9.435 lumo_energy_ev=0.53 orbital_gap_ev=8.76 molar_mass_g_mol=953.4 homo_ev=-8.22
C -4.99949 -7.50843 3.49744 -0.2 -0.4 0.1
O -3.74231 -7.10116 3.02973 0.4 -0.3 -0.4
C -2.95447 -6.40917 3.95607 -0.2 1.2 0.6
C -1.77690 -5.72041 3.28845 -0.5 0.6 0.0
N -2.28312 -4.75472 2.29833 0.3 -0.9 0.3
C -1.25076 -3.95555 1.62742 2.2 -4.6 -2.2
C -0.50551 -4.74792 0.55431 -0.1 -0.2 0.2
O -0.18044 -3.89980 -0.53772 0.0 0.2 0.1
C 0.34907 -4.59203 -1.63853 -0.4 0.0 -0.9
H -5.49640 -8.01751 2.67256 0.1 -0.1 0.0
H -5.65849 -6.69057 3.80852 0.3 0.2 0.1
H -4.89123 -8.21342 4.32801 -0.1 0.0 0.1
H -2.60954 -6.94106 4.85343 -0.1 -0.8 -0.4
H -3.57714 -5.60939 4.38678 0.0 0.2 -0.1
H -1.04747 -6.40913 2.85079 0.0 -0.2 0.2
H -1.31176 -5.15011 4.09627 0.3 0.0 -0.1
H -2.79749 -5.31144 1.62214 -0.1 0.3 -0.2
H -0.63868 -3.50669 2.41135 0.4 -0.1 -0.3
H -1.83623 -3.13948 1.19789 3.0 -3.2 -3.5
H -1.20109 -5.52252 0.21369 0.0 -0.2 -0.2
H 0.39471 -5.24256 0.92990 0.2 -0.1 0.0
H 0.74387 -3.88368 -2.36979 0.6 0.2 0.5
H -0.40650 -5.07126 -2.27912 -0.4 -0.4 0.6
H 1.07093 -5.35305 -1.34215 0.2 0.1 0.0
C -3.44996 -3.39248 -1.59809 0.1 -0.3 -0.8
O -4.07545 -4.64059 -1.33039 1.1 -0.2 0.3
C -4.10406 -5.53380 -2.44099 -1.1 0.2 -0.1
C -4.11007 -6.98942 -2.00952 0.7 1.4 0.6
N -5.14346 -7.21283 -1.00273 0.2 -0.9 -1.3
C -4.89745 -8.44769 -0.25915 0.0 0.4 0.9
C -4.59278 -9.70244 -1.07345 -0.6 0.6 -0.4
O -3.19885 -9.89582 -1.03199 0.0 -0.4 0.5
C -2.69863 -10.93293 -1.83142 0.0 0.1 -0.7
H -2.61333 -3.18438 -0.93258 -0.3 -0.1 0.5
H -4.19864 -2.60271 -1.62719 0.0 0.2 0.3
H -2.96893 -3.41533 -2.58170 -0.1 0.0 -0.1
H -3.27938 -5.39062 -3.14409 0.1 0.2 0.2
H -5.04887 -5.29726 -2.94414 0.1 -0.2 -0.4
H -3.10213 -7.18024 -1.61120 0.0 -0.2 0.1
H -4.17617 -7.54350 -2.94716 -0.5 -0.4 0.2
H -5.15005 -6.41470 -0.38232 0.0 0.0 0.1
H -5.75815 -8.58762 0.40124 0.0 -0.2 -0.2
H -4.03129 -8.33221 0.40861 0.0 0.0 0.0
H -4.91885 -9.57580 -2.11488 0.0 0.1 0.0
H -5.19665 -10.53173 -0.69164 0.4 -0.3 0.2
H -1.61410 -10.83523 -1.81298 0.0 0.0 -0.1
H -3.07011 -10.81056 -2.85803 0.2 0.0 -0.1
H -2.94265 -11.95998 -1.53589 -0.3 0.2 0.4
C -1.07636 0.13694 2.19927 -0.5 0.6 1.5
O -1.29338 -1.20779 2.64330 0.8 -0.7 -1.3
C -2.32822 -1.90279 1.97524 -3.7 2.9 2.7
C -3.69092 -1.42618 2.45187 -0.9 -0.2 -0.2
N -4.23100 -0.31632 1.67467 0.9 0.7 -0.9
C -5.35578 0.35894 2.22131 -1.1 -0.4 1.5
C -6.72726 -0.37248 2.14483 0.6 1.0 0.7
O -7.08383 -0.61673 0.81790 0.1 0.4 -0.6
C -8.36149 -1.15967 0.64875 -0.7 -0.3 0.3
H -0.15613 0.47878 2.66661 0.2 -0.1 -0.1
H -1.89894 0.69872 2.65127 0.1 0.5 -0.3
H -1.10398 0.25457 1.11666 0.9 0.3 2.4
H -2.16330 -2.97434 2.10005 -3.4 3.9 4.4
H -2.35122 -1.87044 0.87511 -0.6 0.5 0.8
H -3.61486 -1.11712 3.49586 0.0 0.0 0.0
H -4.42557 -2.24376 2.39120 0.3 -0.4 0.3
H -4.46846 -0.62519 0.73768 0.1 -0.1 0.0
H -5.46515 1.40966 1.93546 0.0 -0.2 -0.9
H -5.19295 0.50454 3.29961 0.1 -0.3 0.0
H -7.36697 0.34313 2.68313 -0.6 -0.2 -0.4
H -6.77288 -1.30280 2.72353 0.3 -0.1 0.0
H -8.50244 -2.01698 1.31774 0.0 -0.2 -0.1
H -8.51681 -1.46359 -0.38426 0.4 -0.1 0.0
H -9.18510 -0.46905 0.86984 0.3 0.3 0.2
C 2.44508 3.99280 -0.57579 -0.7 -0.1 0.4
O 1.66874 3.72562 -1.71649 -0.8 0.3 -0.4
C 2.36744 3.40712 -2.89225 1.4 0.4 0.5
C 2.88854 1.97465 -2.81766 -1.4 0.1 -1.0
N 1.75162 1.09234 -2.66420 0.0 -1.0 0.0
C 1.97035 -0.10203 -1.86908 -0.9 0.1 -0.7
C 0.62395 -0.74599 -1.51944 1.3 0.3 -0.3
O -0.12284 0.13542 -0.72000 -0.2 -0.1 0.1
C -1.40456 -0.37289 -0.41867 -0.4 0.4 -2.6
H 1.80879 4.61495 0.05916 0.4 0.4 -0.3
H 3.40244 4.45747 -0.80672 0.0 0.0 0.0
H 2.56495 3.10271 0.05566 0.5 -0.2 -0.5
H 3.20112 4.10620 -2.98742 0.2 -0.2 0.2
H 1.78093 3.65523 -3.77897 -0.6 -0.6 0.2
H 3.60120 1.86365 -1.99470 0.1 0.1 0.0
H 3.32611 1.68396 -3.78066 0.7 0.3 0.2
H 0.84508 1.50233 -2.52028 0.2 0.4 0.5
H 2.60180 0.14080 -1.00754 -0.1 -0.3 0.2
H 2.42903 -0.87394 -2.50116 0.5 0.1 0.2
H 0.82169 -1.70907 -1.03956 -0.3 0.0 0.2
H 0.14692 -0.92652 -2.49268 -0.4 0.0 0.1
H -1.92974 -0.58915 -1.35751 0.0 -0.3 -0.2
H -1.97056 0.43666 0.04568 -0.4 -0.3 -0.7
H -1.41648 -1.24801 0.23301 1.1 0.8 -1.2
C 0.89515 6.89552 -3.68940 0.9 0.8 -0.4
C -0.00030 7.64057 -2.70693 0.0 -0.8 -0.6
C -0.06069 9.13627 -3.01352 0.3 -0.2 0.6
O -1.31006 7.14204 -2.94402 -0.8 0.3 0.1
H 0.85644 5.80896 -3.72734 -0.3 0.0 0.7
H 1.93139 7.21004 -3.51897 0.0 -0.2 -0.1
H 0.64445 7.21761 -4.70474 -0.1 0.1 0.0
H 0.29816 7.42700 -1.67416 0.0 0.1 0.0
H -0.83697 9.52765 -2.35564 -0.2 0.3 -0.4
H -0.27512 9.24174 -4.07588 -0.4 0.2 0.1
H 0.83796 9.71988 -2.80078 0.2 -0.4 0.0
H -1.63590 6.63872 -2.19276 0.3 -0.3 -0.1
C 1.91415 -1.46350 1.45282 0.0 0.6 -0.1
C 2.41680 -1.33849 2.89889 -0.3 0.2 -0.7
C 3.01829 0.02063 3.23840 0.1 -0.2 -1.0
O 1.36263 -1.57649 3.80816 -0.1 -0.4 0.6
H 1.31856 -2.36978 1.33528 0.0 0.0 0.0
H 2.69879 -1.48624 0.69210 0.3 -0.2 0.3
H 1.31809 -0.59518 1.15405 -0.2 -0.1 0.3
H 3.20642 -2.09337 2.99074 -0.1 -0.1 0.5
H 3.87698 0.14133 2.57089 0.2 0.2 0.3
H 3.30987 0.09641 4.28211 0.1 -0.1 0.0
H 2.33092 0.83645 2.99828 -0.2 -0.1 0.1
H 0.51412 -1.73294 3.37207 0.1 0.1 -0.2
C -3.07221 3.43717 0.06283 -1.2 0.1 0.0
C -2.70013 4.79415 -0.54185 1.8 -1.4 -0.5
C -2.32397 5.88513 0.41828 -0.4 1.2 -0.5
O -1.48052 4.61701 -1.31872 -0.2 0.2 0.1
H -3.60963 2.85652 -0.69392 0.0 0.0 0.0
H -3.78528 3.59313 0.87734 0.0 -0.2 0.1
H -2.28654 2.76633 0.41115 0.4 0.6 0.1
H -3.47319 5.07261 -1.26356 -0.3 0.3 0.4
H -1.42670 5.72213 1.01474 -0.6 0.0 -1.8
H -3.12700 6.10221 1.12935 0.0 0.0 -0.1
H -2.11838 6.80683 -0.13251 -0.3 0.1 -0.1
H -1.46760 3.74539 -1.72589 0.0 0.0 -0.1
C 0.46544 3.61479 1.79022 0.2 -0.8 1.4
C 0.47288 5.04385 2.34929 -0.5 -1.0 0.2
C -0.92603 5.45277 2.85045 0.3 -0.1 0.7
O 1.46053 5.09397 3.36097 0.5 0.7 0.3
H 1.49893 3.27471 1.69337 -0.2 0.1 -0.4
H -0.15097 3.32982 0.93938 0.2 0.6 -0.3
H 0.10374 2.97134 2.60659 -0.3 0.1 0.1
H 0.81565 5.76196 1.60407 -0.1 0.0 -0.1
H -1.65813 5.02312 2.16503 0.2 -0.2 1.6
H -1.00276 6.54187 2.85190 -0.2 0.0 -0.2
H -1.19027 5.17077 3.87000 0.5 -0.5 0.1
H 1.48461 4.29350 3.89248 -0.3 -0.1 -0.1
C 5.43361 4.12614 -4.46786 0.6 0.1 -1.1
C 5.75704 5.11682 -3.35131 -1.0 -0.5 -0.5
C 4.81414 6.33177 -3.43219 -0.4 -0.4 -0.2
O 5.64060 4.39262 -2.10834 0.7 0.6 0.1
H 6.07200 3.24214 -4.53060 0.3 0.2 0.5
H 5.59307 4.66517 -5.40873 -0.1 -0.1 -0.1
H 4.42759 3.71892 -4.51837 -0.2 0.4 0.4
H 6.76790 5.50340 -3.49647 0.2 -0.3 0.1
H 3.87825 6.16403 -2.89669 0.2 -0.1 0.4
H 4.46837 6.44626 -4.46206 0.3 0.2 -0.1
H 5.26879 7.26510 -3.10608 0.0 0.0 0.1
H 6.45380 4.59081 -1.63155 -0.2 0.0 0.3
C 5.42095 2.43002 3.73013 0.2 1.5 0.6
C 5.64702 2.55109 2.24078 0.8 0.8 -0.4
C 5.21942 3.86804 1.57826 -0.2 -0.6 1.3
O 7.07650 2.50540 2.11454 0.2 -0.9 -0.2
H 4.39779 2.69991 3.99882 -0.2 -0.9 0.0
H 5.97271 3.18819 4.30435 0.2 0.3 -0.6
H 5.86732 1.53250 4.15310 -0.8 -0.5 -0.2
H 5.10006 1.74343 1.73180 0.5 -0.2 0.0
H 5.39385 3.86854 0.50345 -0.4 -0.2 -0.1
H 5.86122 4.64383 1.99800 -0.3 0.2 0.1
H 4.17100 3.98366 1.87322 0.0 0.6 -0.6
H 7.32955 2.49663 1.18558 -0.1 0.0 0.0
C 7.91932 0.14532 -0.55085 1.0 -1.5 0.8
C 7.71692 0.32299 -2.02001 -1.0 1.6 -0.8
C 6.30007 0.14303 -2.54296 -1.2 -0.9 1.2
O 8.12081 1.66966 -2.32503 1.0 0.0 -0.8
H 8.97009 0.30271 -0.28930 0.0 0.6 -0.3
H 7.85339 -0.89933 -0.21765 -0.8 0.1 -0.1
H 7.31319 0.79186 0.08262 -0.2 -0.1 -0.2
H 8.33095 -0.33184 -2.64034 0.4 0.1 0.3
H 5.52604 0.71623 -2.01793 0.5 0.6 0.1
H 5.94350 -0.86149 -2.27652 0.3 -0.2 -0.5
H 6.14973 0.32199 -3.60433 0.4 0.0 -0.1
H 7.56869 2.32502 -1.89363 -0.4 -0.3 0.1

***

180
Properties=species:S:1:pos:R:3:forces:R:3 method="wB97M-V/def2-TZVPD" e_above_lowest_ev=0.000 lumo_energy_ev=0.43 orbital_gap_ev=9.19 molar_mass_g_mol=953.4 smiles=COCCNCCOC.COCCNCCOC.COCCNCCOC.COCCNCCOC.CC(C)O.CC(C)O.CC(C)O.CC(C)O.CC(C)O.CC(C)O.CC(C)O homo_ev=-8.76
C 10.37123 16.27722 -9.77010 0.3 0.0 0.1
O 9.51545 17.37521 -9.53414 0.0 -0.4 0.1
C 9.80675 17.96503 -8.29142 -0.1 0.8 0.9
C 8.83990 19.11501 -8.02790 0.3 -0.8 -0.3
N 9.06799 20.22436 -8.95468 -0.7 -0.4 -0.2
C 8.17778 21.32961 -8.63562 0.9 0.8 0.2
C 8.55201 22.60595 -9.37022 0.3 0.6 -0.2
O 7.59975 23.62099 -9.06584 -0.1 -0.5 -0.5
C 7.99554 24.87885 -9.56992 0.0 0.0 0.6
H 10.44681 15.60130 -8.91091 -0.3 0.1 0.1
H 11.39210 16.62807 -9.95348 0.0 0.0 -0.3
H 9.99161 15.70571 -10.61241 0.0 0.1 -0.1
H 10.84235 18.32855 -8.24727 0.0 0.0 -0.2
H 9.68911 17.26850 -7.45031 -0.1 -0.3 -0.2
H 8.92006 19.42215 -6.98534 0.2 0.2 -0.1
H 7.84406 18.65676 -8.12141 -0.2 0.3 0.0
H 8.79454 19.83539 -9.85586 0.3 0.3 -0.2
H 8.42006 21.55583 -7.59371 -0.7 -0.1 0.2
H 7.10738 21.15495 -8.78709 0.0 -0.2 0.2
H 8.62785 22.49106 -10.46061 -0.2 -0.2 0.0
H 9.52937 22.99471 -9.05162 0.1 -0.4 0.1
H 8.35332 24.88906 -10.60405 -0.3 -0.4 -0.1
H 8.82738 25.25490 -8.96098 -0.1 0.2 0.0
H 7.11850 25.51342 -9.46912 0.1 0.2 -0.1
C 2.63701 23.66554 5.66483 -0.5 -0.6 -0.4
O 3.93303 23.26914 5.29188 0.4 0.0 0.5
C 3.91832 22.28174 4.28770 0.3 0.4 -0.1
C 5.35485 21.98246 3.89668 0.4 -0.3 0.4
N 5.45698 20.91326 2.90091 -0.1 -0.2 0.2
C 6.82917 20.39487 2.80580 -0.2 0.3 -0.2
C 6.99806 19.57746 1.55512 0.6 -0.4 -0.4
O 6.43613 18.28562 1.68815 -0.2 0.1 0.2
C 6.77952 17.49008 0.57724 0.6 -0.2 0.2
H 2.66317 24.34340 6.51206 0.3 0.2 -0.1
H 2.02698 22.80140 5.96338 0.1 -0.1 0.0
H 2.13489 24.10497 4.79430 -0.1 0.3 0.2
H 3.33495 22.66582 3.44542 0.0 -0.3 -0.2
H 3.47707 21.35618 4.68052 -0.3 0.0 -0.1
H 5.87048 21.65924 4.81353 0.0 0.2 0.1
H 5.89583 22.85850 3.53599 -0.3 0.1 -0.1
H 4.87491 20.14514 3.23091 0.0 0.0 -0.2
H 7.13392 19.82868 3.69401 -0.1 -0.1 0.0
H 7.51626 21.24272 2.74887 -0.1 0.1 -0.1
H 8.06782 19.45301 1.32094 0.0 0.1 0.1
H 6.54589 20.07364 0.68514 0.0 0.2 0.1
H 6.48168 17.95854 -0.36348 -0.3 -0.2 -0.1
H 6.38337 16.48811 0.72300 -0.5 0.1 -0.2
H 7.86725 17.34564 0.52839 0.1 0.2 0.0
C 1.18775 22.42416 -4.08380 0.3 0.0 -1.2
O 1.66322 23.70004 -3.72610 0.4 -0.4 0.0
C 3.04080 23.68690 -3.40741 0.2 0.2 0.4
C 3.34214 24.98268 -2.69322 0.1 0.1 -1.0
N 3.17818 26.13712 -3.58574 -0.5 0.5 0.8
C 3.34132 27.37381 -2.80087 0.6 -0.2 -1.2
C 3.30450 28.57124 -3.74782 0.6 -0.1 0.8
O 2.02772 28.70093 -4.30882 -0.1 0.0 -0.5
C 1.69615 30.01402 -4.69694 -0.4 0.4 1.1
H 0.14949 22.54221 -4.39059 -0.2 -0.3 0.7
H 1.41362 21.65927 -3.33803 -0.6 0.2 0.3
H 1.65640 22.03784 -5.00531 0.3 0.2 0.0
H 3.69995 23.56661 -4.27687 -0.3 0.2 -0.4
H 3.32598 22.85280 -2.75088 -0.4 -0.1 0.2
H 4.40412 24.97017 -2.43293 -0.1 0.0 0.4
H 2.71187 25.04120 -1.79986 0.1 0.0 0.2
H 2.23655 26.19388 -3.96588 0.0 -0.5 0.0
H 4.35392 27.30489 -2.39107 -0.1 0.3 0.3
H 2.61964 27.49963 -1.98528 -0.1 -0.1 0.0
H 4.08592 28.42260 -4.50369 -0.2 0.1 -0.1
H 3.56014 29.46958 -3.16564 -0.1 0.0 -0.1
H 1.87081 30.68805 -3.84608 0.1 0.1 0.0
H 0.61707 30.02841 -4.83771 0.1 0.0 -0.4
H 2.23258 30.44921 -5.54234 0.1 -0.5 -0.3
C 0.65617 18.97295 -2.44294 0.7 -0.2 -0.1
O -0.04859 19.55863 -3.50820 -0.6 -0.1 0.2
C -0.02613 18.76195 -4.66991 0.9 -0.2 -0.9
C -0.64463 19.51745 -5.81282 -0.7 0.7 0.1
N -2.04819 19.84253 -5.53858 0.3 -0.4 -0.1
C -2.63235 20.79748 -6.46235 -0.4 0.2 -0.1
C -2.52172 20.36414 -7.91245 0.4 0.3 0.1
O -3.09476 21.36404 -8.72841 -0.3 0.1 0.0
C -2.86705 21.10019 -10.08826 -0.1 -0.2 -0.2
H 0.40184 19.42679 -1.48635 -0.4 0.1 -0.1
H 1.73726 19.12721 -2.56488 0.0 -0.1 -0.2
H 0.48937 17.89293 -2.40415 -0.1 0.0 0.1
H -0.47387 17.76578 -4.57615 -0.3 0.2 0.5
H 1.01718 18.57663 -4.96704 0.1 0.0 0.1
H -0.60081 18.93702 -6.73436 0.2 -0.2 0.1
H -0.04964 20.42553 -5.98303 0.1 0.0 -0.1
H -2.10253 20.19855 -4.59286 -0.1 0.0 0.0
H -2.19124 21.80221 -6.39796 0.1 0.0 0.0
H -3.69599 20.88855 -6.23214 0.0 0.1 0.1
H -3.00257 19.39498 -8.08128 0.0 -0.1 0.0
H -1.45539 20.30535 -8.16940 0.0 -0.3 -0.1
H -1.79327 21.07480 -10.30441 0.0 0.0 -0.1
H -3.33917 21.86029 -10.70698 0.0 0.2 0.2
H -3.30668 20.14330 -10.39395 0.1 -0.1 0.1
C 3.55952 19.52526 -0.20997 -0.8 0.5 -1.2
C 3.10122 20.97391 -0.03022 0.2 -0.3 1.7
C 2.10819 21.03962 1.12600 -0.8 0.0 0.1
O 4.23051 21.76027 0.34525 0.3 0.2 -0.5
H 4.08539 19.19443 0.68210 0.2 -0.1 -0.1
H 4.14249 19.51152 -1.13119 0.5 -0.3 0.4
H 2.71899 18.85449 -0.41050 -0.1 0.0 0.3
H 2.67009 21.42430 -0.92783 0.1 -0.1 -0.1
H 2.51127 20.51681 1.99665 0.1 0.1 0.0
H 1.14522 20.55895 0.91733 0.1 0.0 -0.2
H 1.87740 22.06497 1.41888 0.2 0.1 -0.1
H 4.70033 21.33471 1.10061 -0.4 0.3 -0.1
C 6.76159 24.68455 -5.40540 0.2 -0.4 -0.7
C 8.04374 23.85365 -5.42577 -0.6 -0.6 0.1
C 9.29966 24.65852 -5.15737 -0.3 0.4 -0.2
O 7.93608 22.79145 -4.44108 0.0 0.5 0.4
H 5.89080 24.04982 -5.58289 0.0 -0.2 0.4
H 6.72571 25.34220 -6.27712 0.3 0.4 0.3
H 6.67503 25.22559 -4.46243 -0.2 0.2 -0.1
H 8.06241 23.27200 -6.34916 0.3 0.4 -0.2
H 9.18465 25.19222 -4.20872 0.1 -0.2 0.2
H 9.42258 25.46015 -5.88954 0.0 -0.2 -0.2
H 10.18722 24.03154 -5.13983 0.0 0.0 0.0
H 7.69279 23.22752 -3.61203 0.1 -0.3 0.0
C 4.83862 19.35720 -5.49966 0.3 0.2 0.9
C 5.60961 20.47007 -4.78970 0.2 -0.1 -1.2
C 5.24216 20.50535 -3.32051 -0.2 0.1 -0.5
O 7.01121 20.25472 -4.99980 0.0 -0.2 0.4
H 3.77810 19.56221 -5.35023 -0.1 -0.3 -0.1
H 5.13117 18.45040 -4.96110 -0.3 -0.3 -0.3
H 5.03786 19.25172 -6.56292 0.2 0.1 0.0
H 5.41109 21.41531 -5.31017 -0.4 0.2 0.4
H 5.39272 19.53073 -2.85440 0.4 0.0 0.0
H 4.16594 20.68208 -3.24260 0.1 0.3 0.1
H 5.81214 21.29228 -2.82728 -0.2 -0.1 0.3
H 7.46225 21.08168 -4.73344 0.0 -0.2 -0.2
C 6.53712 13.73868 -8.15319 1.2 -0.1 -0.3
C 6.99552 15.13638 -7.80385 -0.6 1.3 1.4
C 5.86131 16.17261 -7.74216 -0.7 -0.5 -0.2
O 7.61260 15.05467 -6.50636 -0.1 -0.2 -0.1
H 7.47687 13.17854 -8.08883 -0.3 -0.4 -0.4
H 6.12747 13.68681 -9.16172 0.1 -0.1 0.0
H 5.85987 13.25575 -7.45183 -0.2 0.5 0.2
H 7.75055 15.53506 -8.49421 -0.1 -0.4 -0.3
H 6.03408 17.02224 -7.08248 0.6 0.2 -0.3
H 4.94626 15.74002 -7.31939 0.1 -0.3 -0.1
H 5.61788 16.50706 -8.75412 0.0 0.2 0.1
H 7.61501 15.94313 -6.11709 0.1 0.0 0.0
C 9.89704 18.50090 -4.01457 1.3 -0.1 0.3
C 8.88360 17.39404 -4.10688 -1.9 0.5 0.2
C 7.95093 17.31903 -2.88104 1.2 -0.2 0.1
O 8.02037 17.61554 -5.22825 0.3 -0.5 -0.7
H 10.72606 18.22268 -3.35205 -0.3 0.0 0.3
H 9.47887 19.44281 -3.65882 -0.1 0.0 -0.1
H 10.43186 18.66966 -4.95264 -0.4 0.0 -0.2
H 9.34195 16.40933 -4.22263 0.1 0.1 -0.4
H 7.52677 18.29496 -2.64010 0.2 0.1 0.0
H 8.58474 16.94096 -2.07008 -0.5 0.2 0.3
H 7.12910 16.62820 -3.05723 0.1 -0.1 -0.1
H 7.57820 18.47832 -5.14333 0.2 0.1 0.1
C 3.90721 17.31431 -10.92690 0.0 0.2 -0.4
C 4.46981 18.69740 -11.18163 0.3 0.4 1.4
C 5.72072 19.04304 -10.35427 -0.1 -0.8 -0.3
O 4.81559 18.81856 -12.54762 -0.6 -0.2 -0.3
H 4.63490 16.55128 -11.20622 -0.1 -0.1 0.1
H 2.99647 17.20954 -11.51945 0.1 -0.2 -0.2
H 3.59683 17.20639 -9.88780 0.3 0.0 0.1
H 3.67497 19.37747 -10.83658 0.0 0.3 -0.6
H 5.63388 18.85752 -9.28192 -0.3 0.2 0.0
H 6.00609 20.08049 -10.53530 0.1 0.0 0.1
H 6.50692 18.37241 -10.71362 0.2 0.2 0.1
H 5.20075 19.68356 -12.71006 0.0 0.1 0.1
C 0.97967 22.29000 -8.27522 0.0 0.9 -0.3
C 2.15885 21.35294 -8.44599 -0.4 -0.2 -0.2
C 3.36198 21.76281 -7.62880 0.1 -0.3 0.0
O 1.79443 20.02249 -8.08237 0.6 -0.4 0.6
H 1.24293 23.25106 -8.73185 -0.1 0.0 0.0
H 0.72698 22.52021 -7.23854 0.2 -0.3 0.1
H 0.05589 21.96922 -8.75971 0.1 -0.3 -0.1
H 2.52164 21.36217 -9.48230 -0.4 0.0 -0.2
H 3.18508 21.63914 -6.55932 0.0 0.1 0.0
H 3.62350 22.79792 -7.84815 0.0 0.0 0.1
H 4.20714 21.13530 -7.91814 0.1 0.0 0.1
H 1.16948 19.61601 -8.68595 -0.1 0.3 -0.3